DFT (the ωB97M-V functional and the def2-TZVPD basis) results for C6H9N as an isolated structure in a non-equilibrium geometry.

```
16
Properties=species:S:1:pos:R:3:forces:R:3
C -2.036050 0.967504 -0.058799 -0.369 1.220 0.224
C 1.420257 0.776546 -0.420280 -0.680 0.310 1.025
C 0.703282 0.742980 0.948804 -1.828 1.903 -2.552
C -1.099146 -0.029593 -0.652527 -2.502 1.903 2.170
C 0.247884 -0.199303 -0.104443 1.029 -0.935 0.210
C 0.621173 -1.679241 -0.096594 -3.153 0.867 0.746
N -2.479276 0.134752 0.758484 1.994 -0.192 -2.412
H -2.273551 2.068374 -0.219802 0.284 -1.241 0.149
H 1.217198 1.696549 -1.045747 0.585 -1.402 0.678
H 2.413399 0.246780 -0.404703 -1.118 0.967 -0.446
H 1.072069 0.535376 1.861352 2.185 -1.841 2.509
H -0.008584 1.527373 1.258441 0.194 0.030 -1.164
H -1.571432 -0.542687 -1.467241 0.415 -0.704 -0.162
H 1.398097 -2.055595 0.464486 2.250 -0.176 0.993
H 0.624129 -1.953281 -1.091621 0.757 -0.889 -2.238
H -0.249451 -2.236539 0.270183 -0.042 0.181 0.271
```
Positions in Å, forces in eV/Å.

Results
ΔE to the lowest compared entry with this formula, charge and spin = 110.8 kcal per mole
strongest force on any atom = 0.074 hartree/bohr
HOMO energy = -8.7 eV
LUMO level = 0.02181 Ha
net charge = 0
DFT total energy = -288.60542 Ha

=====

DFT (the ωB97M-V functional and the def2-TZVPD basis) results for a 8-piece molecular cluster, C41H49N7 overall in a non-equilibrium geometry.

```
97
Properties=species:S:1:pos:R:3:forces:R:3
C 11.590803 -17.741811 -2.049250 0.458 1.300 -1.367
C 11.001861 -18.181590 -3.358724 0.330 0.030 -1.481
C 9.508035 -18.464327 -3.264512 0.536 -1.490 1.169
C 8.998620 -19.107818 -4.519769 -1.261 0.622 -0.419
C 7.466945 -19.206000 -4.568809 -0.245 1.252 0.251
C 7.023504 -19.998936 -5.768417 -0.627 -0.460 -1.040
H 12.662802 -17.615495 -2.211069 0.038 0.159 0.502
H 11.393947 -18.428562 -1.290563 -0.175 -1.202 1.424
H 11.124306 -16.776026 -1.799133 0.336 -0.249 0.139
H 11.181434 -17.307996 -4.042506 -0.293 -0.884 0.127
H 11.538253 -19.071893 -3.845077 -0.652 1.094 0.864
H 8.946118 -17.559191 -3.078501 -0.101 0.345 0.339
H 9.352500 -19.204135 -2.380176 0.027 1.265 -1.221
H 9.295687 -18.494639 -5.394063 0.259 -0.572 0.235
H 9.366100 -20.129282 -4.568462 0.363 -0.033 -0.411
H 7.119747 -19.646161 -3.662205 -0.177 -0.814 0.834
H 6.942084 -18.189742 -4.495844 0.927 -1.047 -0.573
H 7.580728 -20.956568 -5.908698 -0.218 0.751 0.257
H 5.951355 -20.278906 -5.759472 0.472 0.265 0.137
H 7.175131 -19.387482 -6.673847 0.010 -0.357 0.144
N 11.124853 -15.111245 1.865632 0.507 -0.161 -0.477
C 10.098904 -14.760083 2.631719 0.879 -0.361 0.846
C 8.881562 -15.428733 2.668259 -1.338 1.309 -0.026
C 8.693839 -16.427470 1.757892 0.652 -0.617 -0.598
C 9.759784 -16.798152 0.972469 0.826 -0.085 -0.348
C 10.965656 -16.141682 1.023564 -0.797 0.863 1.101
H 10.378956 -14.003759 3.357906 -0.511 0.271 -0.092
H 7.996704 -15.038066 3.203934 0.888 -0.263 0.104
H 7.800898 -16.965235 1.561881 -1.000 -0.157 0.402
H 9.722998 -17.590682 0.280634 -0.542 -0.972 -0.726
H 11.768517 -16.439809 0.377774 0.458 0.107 -0.057
N 7.951569 -19.715058 7.653713 0.537 -0.141 -1.484
C 7.287232 -18.626734 7.219397 0.901 -1.570 0.881
C 7.383647 -18.057465 5.960036 -0.492 0.127 -0.209
C 8.250088 -18.641974 5.046368 0.161 -0.615 -0.204
C 8.900077 -19.834398 5.461398 -0.131 0.864 -0.881
C 8.735551 -20.332455 6.725858 -1.057 1.543 1.175
H 6.688634 -18.291571 8.027184 -0.890 1.032 0.154
H 6.681367 -17.246626 5.727615 0.685 -0.125 -0.072
H 8.392868 -18.212221 4.021718 -0.146 -0.579 1.059
H 9.526332 -20.408510 4.807495 0.268 0.059 -0.536
H 9.281078 -21.186139 7.059656 0.185 -0.590 0.126
N 14.585864 -21.489105 6.937977 0.089 -0.103 -0.116
C 14.146444 -21.309513 5.688892 -0.183 -0.274 0.187
C 12.935948 -21.764203 5.191958 0.267 0.476 0.380
C 12.106085 -22.458664 6.049029 -1.040 -0.706 -0.938
C 12.544227 -22.684337 7.328189 0.252 -0.601 1.770
C 13.809868 -22.181790 7.746973 -1.683 0.054 -0.174
H 14.811195 -20.753402 5.082388 0.463 0.473 -0.608
H 12.601005 -21.517833 4.201064 0.094 0.009 -0.295
H 11.146188 -22.869746 5.625381 0.979 0.504 0.810
H 11.921942 -23.262028 8.052405 0.591 0.583 -0.644
H 14.104915 -22.218817 8.794240 0.056 -0.356 -0.185
N 14.877717 -22.566444 0.894733 -0.257 0.464 -0.340
C 14.659960 -21.912376 2.028803 1.597 0.201 -0.294
C 15.246374 -20.670428 2.247166 -0.750 0.977 1.803
C 16.067543 -20.053064 1.331375 -0.516 -0.589 0.197
C 16.230351 -20.721770 0.109402 0.318 0.632 0.831
C 15.584950 -21.931131 -0.073972 -0.948 -0.360 1.219
H 14.146600 -22.397396 2.844120 -0.337 -0.272 -0.127
H 15.034912 -20.129016 3.198695 0.190 -0.514 -0.805
H 16.484833 -19.092233 1.662855 0.133 -0.471 -0.792
H 16.918789 -20.277868 -0.574296 0.038 -0.043 -0.894
H 15.458301 -22.456483 -0.992362 0.818 -0.089 -0.849
N 13.001261 -25.222261 3.589910 -0.767 0.300 -0.468
C 13.809715 -25.385512 2.547519 0.507 0.051 1.934
C 15.148670 -25.632983 2.696160 1.475 0.323 -0.132
C 15.719909 -25.635833 3.960876 -0.461 0.326 0.120
C 14.868506 -25.396339 5.025326 0.460 -0.506 0.676
C 13.524250 -25.225242 4.802911 -0.517 -0.431 -0.235
H 13.401221 -25.226850 1.613787 -0.872 0.018 -1.935
H 15.816130 -25.668401 1.846147 -0.211 -0.233 -0.229
H 16.788031 -25.743084 4.120767 -0.145 -0.125 -0.121
H 15.205138 -25.435362 6.046582 0.282 0.182 0.191
H 12.798689 -25.146614 5.604181 0.251 0.158 0.173
N 10.378620 -21.352680 2.742773 0.585 -0.386 -0.217
C 10.907472 -20.255370 2.185581 0.002 0.700 1.501
C 11.720346 -20.295843 1.064455 0.844 1.002 -1.294
C 12.060684 -21.526130 0.459956 -1.337 1.216 1.513
C 11.601609 -22.646713 1.146260 0.209 0.181 -1.390
C 10.754778 -22.545061 2.221576 -0.280 1.001 0.937
H 10.779508 -19.277127 2.800176 -0.106 -1.651 -1.447
H 12.102316 -19.315093 0.663094 -0.368 -1.205 0.388
H 12.612275 -21.592806 -0.464535 0.196 0.010 0.124
H 11.878651 -23.579069 0.717491 0.066 -0.893 0.133
H 10.421251 -23.422016 2.772264 -0.072 0.058 -0.293
N 14.123125 -18.185008 4.864784 0.453 1.587 2.873
C 14.211835 -17.850973 6.238053 0.878 -1.714 -2.242
C 13.138223 -17.593954 7.040629 -0.604 0.017 -1.437
C 11.873253 -17.524436 6.417309 0.402 -0.319 1.432
C 11.783978 -17.785351 5.091127 1.071 0.601 0.178
C 12.921041 -18.037917 4.356766 0.994 -0.588 0.971
H 15.219636 -17.978496 6.646380 -0.395 0.166 -0.088
H 13.290508 -17.522472 8.083294 -0.061 0.370 0.929
H 10.984932 -17.339781 7.005452 -0.071 0.042 0.023
H 10.899572 -17.716400 4.575181 -2.157 0.123 -0.947
H 12.901194 -18.215332 3.331500 -0.471 -0.292 -1.809
```
Positions in Å, forces in eV/Å.

Results
strongest force on any atom = 0.064 hartree/bohr
SMILES = c1ccncc1.c1ccncc1.c1ccncc1.c1ccncc1.c1ccncc1.c1ccncc1.c1ccncc1.CCCCCC
HOMO energy = -9.4 eV
LUMO level = 0.02066 Ha
net charge = 0
DFT total energy = -1974.89653 Ha